C24H42BFN2O9 | ωB97M-V/def2-TZVPD

Results
* orbital gap: 8.032 eV
* net charge: 0
* SMILES: CN(C)B(O)c1c(F)ccc2c1C(=O)C=C(ON=O)C2=O.CC(C)O.CC(C)O.CC(C)O.CC(C)O
* electronic energy: -50366.5575 eV
* E_LUMO: -1.2 eV

Atoms and positions in Å:
C: 2.527 -2.719 -2.310
N: 3.773 -1.913 -2.508
C: 4.357 -1.817 -1.124
B: 3.426 -0.557 -3.011
O: 3.737 -0.068 -4.276
C: 2.580 0.440 -2.041
C: 3.345 1.360 -1.186
F: 4.730 1.414 -1.225
C: 2.703 2.302 -0.256
C: 1.227 2.245 -0.224
C: 0.439 1.357 -1.063
C: 1.123 0.427 -2.014
C: 0.219 -0.457 -2.892
O: 0.476 -0.842 -4.012
C: -1.189 -0.871 -2.331
C: -1.789 0.009 -1.485
O: -3.083 -0.248 -0.956
N: -3.873 -1.001 -1.835
O: -4.259 -0.366 -2.737
C: -1.123 1.356 -1.027
O: -1.783 2.290 -0.652
H: 1.950 -2.813 -3.273
H: 2.760 -3.731 -1.882
H: 1.848 -2.211 -1.553
H: 3.554 -1.555 -0.371
H: 4.685 -2.864 -0.856
H: 5.214 -1.100 -1.077
H: 4.575 -0.430 -4.615
H: 3.266 3.019 0.379
H: 0.713 2.952 0.464
H: -1.642 -1.825 -2.677
C: 6.400 3.972 1.900
C: 7.359 2.800 1.757
C: 8.136 2.877 0.452
O: 6.627 1.577 1.803
H: 5.665 3.973 1.089
H: 5.842 3.898 2.836
H: 6.935 4.924 1.886
H: 8.056 2.791 2.599
H: 7.459 2.842 -0.406
H: 8.813 2.025 0.358
H: 8.723 3.797 0.395
H: 6.007 1.575 1.062
C: -6.854 1.324 -0.096
C: -6.885 0.671 1.276
C: -6.036 1.443 2.274
O: -6.402 -0.668 1.176
H: -5.835 1.347 -0.494
H: -7.458 0.754 -0.806
H: -7.235 2.347 -0.056
H: -7.915 0.617 1.634
H: -4.990 1.470 1.956
H: -6.058 0.957 3.252
H: -6.393 2.469 2.386
H: -5.491 -0.633 0.860
C: -7.209 -5.451 -1.479
C: -6.022 -4.753 -2.126
C: -6.105 -3.245 -1.952
O: -5.986 -5.071 -3.517
H: -8.148 -5.127 -1.938
H: -7.142 -6.532 -1.620
H: -7.254 -5.241 -0.408
H: -5.094 -5.123 -1.686
H: -7.007 -2.847 -2.427
H: -5.257 -2.759 -2.430
H: -6.117 -2.969 -0.895
H: -6.802 -4.749 -3.917
C: 2.694 2.204 4.471
C: 1.757 1.250 3.747
C: 1.445 0.029 4.598
O: 2.355 0.835 2.519
H: 3.649 1.718 4.692
H: 2.918 3.071 3.844
H: 2.256 2.554 5.408
H: 0.828 1.768 3.494
H: 2.358 -0.531 4.824
H: 0.780 -0.652 4.062
H: 0.969 0.314 5.538
H: 3.178 0.375 2.730

The molecule's Löwdin atomic charges, reported in e, are given here: -0.096, -0.108, -0.096, -0.499, 0.165, 0.044, -0.152, 0.020, 0.041, 0.012, -0.040, -0.014, -0.307, 0.108, 0.091, -0.140, -0.049, -0.020, 0.124, -0.247, 0.129, 0.098, 0.099, 0.090, 0.093, 0.098, 0.090, 0.117, 0.109, 0.120, 0.137, -0.060, -0.495, -0.061, -0.061, 0.070, 0.075, 0.081, 0.138, 0.077, 0.080, 0.080, 0.065, -0.060, -0.496, -0.062, -0.064, 0.072, 0.080, 0.081, 0.138, 0.080, 0.079, 0.080, 0.071, -0.067, -0.495, -0.070, -0.057, 0.080, 0.078, 0.080, 0.138, 0.087, 0.041, 0.077, 0.086, -0.061, -0.496, -0.063, -0.070, 0.083, 0.074, 0.081, 0.138, 0.082, 0.080, 0.081, 0.090

=====

C2H5NO | ωB97M-V/def2-TZVPD

Results
* orbital gap: 10.782 eV
* net charge: 0
* SMILES: CC(N)=O
* energy relative to the best compared isomer or geometry (same formula, charge and spin): 0.050 eV
* electronic energy: -5693.1800 eV
* E_LUMO: 0.9 eV

Atoms and positions in Å:
C: -1.126 -0.005 0.019
C: 0.307 0.494 0.036
N: 1.297 -0.435 -0.191
O: 0.567 1.676 0.157
H: -1.645 0.349 0.914
H: -1.228 -1.090 -0.064
H: -1.621 0.456 -0.842
H: 2.232 -0.058 -0.152
H: 1.218 -1.387 0.124

The molecule's natural (NBO) atomic charges, reported in e, are given here: -0.717, 0.675, -0.831, -0.606, 0.240, 0.210, 0.245, 0.396, 0.389

=====

C36H92N4O24 | ωB97M-V/def2-TZVPD

Results
* orbital gap: 5.560 eV
* net charge: 0
* energy relative to the best compared isomer or geometry (same formula, charge and spin): 58.581 eV
* electronic energy: -93845.9164 eV
* E_LUMO: -0.4 eV

Atoms and positions in Å:
C: 4.291 -32.245 -29.173
N: 3.891 -31.243 -30.235
O: 3.127 -30.380 -29.883
O: 4.483 -31.344 -31.324
H: 3.484 -32.287 -28.441
H: 5.204 -31.798 -28.781
H: 4.529 -33.198 -29.647
C: 3.449 -28.100 -29.717
N: 2.073 -27.659 -30.134
O: 1.730 -27.849 -31.333
O: 1.361 -27.160 -29.305
H: 4.160 -27.291 -29.888
H: 3.642 -28.954 -30.365
H: 3.288 -28.360 -28.671
C: -0.539 -28.282 -29.134
N: -1.939 -28.250 -29.775
O: -1.987 -28.129 -30.979
O: -2.893 -28.400 -28.999
H: -0.231 -27.239 -29.073
H: 0.056 -28.882 -29.822
H: -0.631 -28.906 -28.245
C: 5.985 -25.520 -29.571
N: 4.748 -25.392 -28.771
O: 3.728 -25.928 -29.223
O: 4.804 -24.618 -27.818
H: 5.921 -24.755 -30.346
H: 6.076 -26.517 -30.002
H: 6.805 -25.352 -28.873
C: 2.357 -29.839 -27.264
O: 3.676 -30.364 -27.549
C: 4.472 -30.542 -26.418
C: 5.683 -31.422 -26.758
O: 5.128 -32.723 -27.197
C: 6.145 -33.732 -27.229
H: 2.011 -29.414 -28.207
H: 2.397 -29.082 -26.481
H: 1.716 -30.685 -27.018
H: 3.995 -31.108 -25.618
H: 4.824 -29.538 -26.182
H: 6.310 -31.393 -25.867
H: 6.279 -31.029 -27.581
H: 5.761 -34.682 -27.600
H: 6.556 -33.856 -26.227
H: 6.954 -33.390 -27.875
C: -2.857 -29.947 -25.086
O: -1.864 -28.924 -25.461
C: -2.342 -27.928 -26.318
C: -1.242 -26.846 -26.582
O: -0.195 -27.307 -27.373
C: 0.902 -26.414 -27.543
H: -3.635 -29.457 -24.501
H: -2.437 -30.718 -24.441
H: -3.101 -30.593 -25.930
H: -3.208 -27.518 -25.797
H: -2.658 -28.298 -27.293
H: -0.810 -26.533 -25.632
H: -1.697 -25.950 -27.004
H: 0.607 -25.505 -28.067
H: 1.827 -26.801 -27.970
H: 1.170 -26.043 -26.554
C: 7.415 -22.656 -31.105
O: 6.376 -23.500 -31.632
C: 6.708 -24.786 -32.099
C: 5.483 -25.707 -32.541
O: 4.540 -25.822 -31.468
C: 3.442 -26.563 -31.827
H: 8.251 -22.348 -31.734
H: 7.906 -23.244 -30.330
H: 7.067 -21.724 -30.661
H: 7.281 -25.391 -31.396
H: 7.321 -24.590 -32.978
H: 5.782 -26.730 -32.770
H: 5.041 -25.308 -33.454
H: 3.129 -26.362 -32.852
H: 2.612 -26.464 -31.127
H: 3.706 -27.621 -31.837
C: -0.890 -21.836 -27.725
O: -0.012 -22.647 -26.931
C: 1.332 -22.626 -27.438
C: 2.233 -23.744 -26.809
O: 1.767 -25.030 -27.059
C: 1.760 -25.387 -28.489
H: -1.717 -21.612 -27.051
H: -1.196 -22.340 -28.641
H: -0.493 -20.869 -28.034
H: 1.842 -21.673 -27.297
H: 1.196 -22.750 -28.512
H: 2.287 -23.576 -25.733
H: 3.257 -23.832 -27.173
H: 1.660 -26.456 -28.676
H: 2.613 -24.983 -29.034
H: 0.865 -24.932 -28.911
C: 4.134 -27.197 -34.212
O: 2.695 -27.231 -34.044
C: 2.119 -28.399 -33.481
C: 2.141 -29.695 -34.393
O: 3.349 -30.367 -34.637
C: 3.978 -30.844 -33.449
H: 4.489 -28.071 -34.759
H: 4.693 -27.084 -33.283
H: 4.325 -26.253 -34.722
H: 1.096 -28.177 -33.177
H: 2.717 -28.528 -32.580
H: 1.663 -29.432 -35.337
H: 1.460 -30.409 -33.928
H: 4.479 -30.095 -32.835
H: 4.762 -31.506 -33.815
H: 3.264 -31.488 -32.936
C: -1.637 -31.292 -29.898
O: -0.642 -30.429 -30.471
C: 0.370 -31.162 -31.193
C: 1.378 -30.187 -31.922
O: 0.690 -29.528 -33.051
C: -0.118 -28.414 -32.707
H: -1.220 -32.114 -29.315
H: -2.197 -31.749 -30.715
H: -2.439 -30.837 -29.317
H: -0.071 -31.926 -31.833
H: 0.908 -31.757 -30.455
H: 2.157 -30.746 -32.441
H: 1.883 -29.477 -31.267
H: -0.002 -27.674 -33.500
H: 0.144 -28.049 -31.714
H: -1.171 -28.691 -32.671
C: 0.847 -25.914 -31.239
O: 1.740 -25.065 -30.530
C: 2.562 -24.128 -31.261
C: 3.594 -23.445 -30.380
O: 3.036 -22.330 -29.768
C: 4.068 -21.675 -28.997
H: 0.356 -25.211 -31.913
H: 0.001 -26.449 -30.806
H: 1.409 -26.535 -31.937
H: 1.951 -23.390 -31.781
H: 3.058 -24.651 -32.079
H: 4.431 -23.221 -31.041
H: 4.023 -24.118 -29.637
H: 4.925 -21.330 -29.575
H: 4.448 -22.275 -28.171
H: 3.607 -20.817 -28.507
C: 5.607 -26.869 -26.945
O: 6.226 -27.506 -28.079
C: 5.850 -28.810 -28.360
C: 6.263 -29.215 -29.815
O: 5.497 -28.451 -30.784
C: 5.883 -28.922 -32.081
H: 4.611 -26.504 -27.194
H: 6.268 -26.064 -26.623
H: 5.491 -27.621 -26.164
H: 4.776 -28.970 -28.274
H: 6.386 -29.462 -27.669
H: 6.161 -30.285 -29.996
H: 7.327 -29.060 -29.999
H: 5.459 -29.924 -32.144
H: 6.961 -29.058 -32.165
H: 5.433 -28.243 -32.806

Results of the Löwdin charge analysis, in e, for atoms 1 through 99: 0.062, -0.276, 0.003, -0.027, 0.119, 0.078, 0.123, 0.036, -0.256, -0.380, -0.055, 0.088, 0.093, 0.092, 0.038, -0.322, 0.049, 0.014, 0.112, 0.095, 0.131, 0.045, -0.369, -0.074, 0.012, 0.068, 0.103, 0.126, -0.016, -0.294, -0.185, -0.152, -0.295, -0.076, 0.067, 0.113, 0.111, 0.145, 0.106, 0.140, 0.088, 0.096, 0.089, 0.092, -0.065, -0.197, -0.207, -0.137, -0.214, -0.229, 0.085, 0.073, 0.080, 0.121, 0.067, 0.125, 0.133, 0.112, 0.141, 0.143, -0.058, -0.234, -0.169, -0.125, -0.207, -0.200, 0.085, 0.085, 0.082, 0.111, 0.131, 0.087, 0.122, 0.084, 0.070, 0.100, -0.100, -0.182, -0.167, -0.111, -0.151, -0.174, 0.086, 0.085, 0.083, 0.113, 0.104, 0.137, 0.084, -0.192, 0.112, 0.183, -0.089, -0.159, -0.215, -0.147, -0.148, -0.126, 0.118

=====

C34H31CoF3NO4PS | ωB97M-V/def2-TZVPD

Results
* 2S+1: 4
* orbital gap (alpha / beta): 6.661 / 7.517 eV
* net charge: 0
* energy relative to the best compared isomer or geometry (same formula, charge and spin): 0.571 eV
* electronic energy: -111341.4205 eV
* E_LUMO (alpha / beta): -0.3 / -0.5 eV

Atoms and positions in Å:
Co: 16.371 12.421 9.649
C: 15.840 11.009 6.521
C: 17.362 11.197 6.324
C: 17.753 12.721 6.000
C: 18.145 10.607 7.485
C: 19.695 10.667 7.584
O: 19.956 10.470 9.047
C: 18.755 10.736 9.682
N: 17.658 10.964 8.948
C: 18.855 10.612 11.123
C: 20.144 10.435 11.640
C: 20.435 10.791 12.939
C: 19.459 11.266 13.822
C: 18.176 11.319 13.322
C: 17.852 11.073 11.976
P: 16.071 11.224 11.488
C: 15.685 9.470 11.788
C: 15.422 9.026 13.101
C: 15.337 7.667 13.356
C: 15.567 6.735 12.324
C: 15.836 7.194 11.051
C: 15.930 8.544 10.740
C: 15.290 12.346 12.659
C: 13.958 12.166 13.202
C: 13.307 13.266 13.734
C: 13.939 14.489 13.838
C: 15.286 14.644 13.500
C: 16.000 13.579 12.920
H: 15.368 10.823 5.564
H: 15.457 11.964 6.902
H: 15.554 10.279 7.299
H: 17.807 10.594 5.432
H: 18.843 12.897 5.945
H: 17.374 13.414 6.757
H: 17.368 13.051 4.990
H: 17.838 9.525 7.427
H: 20.172 11.586 7.279
H: 20.123 9.789 7.063
H: 20.953 10.057 11.028
H: 21.424 10.746 13.305
H: 19.735 11.584 14.827
H: 17.348 11.547 14.018
H: 15.405 9.816 13.921
H: 15.132 7.319 14.381
H: 15.525 5.705 12.536
H: 15.882 6.485 10.223
H: 16.277 8.995 9.800
H: 13.536 11.160 13.207
H: 12.289 13.136 13.941
H: 13.399 15.324 14.256
H: 15.764 15.643 13.499
H: 17.116 13.583 12.712
F: 8.101 8.868 8.509
C: 8.093 10.209 8.454
F: 7.066 10.638 9.339
F: 7.715 10.650 7.257
C: 9.414 10.733 8.870
C: 10.249 9.897 9.586
C: 11.537 10.274 9.812
C: 12.011 11.454 9.222
C: 11.187 12.332 8.553
C: 9.857 12.040 8.429
C: 13.389 11.703 9.371
C: 14.604 11.843 9.573
H: 9.947 8.943 9.949
H: 12.171 9.668 10.487
H: 11.619 13.220 8.132
H: 9.137 12.607 7.814
C: 18.832 15.845 8.609
S: 18.442 14.592 9.764
O: 19.196 13.383 9.490
O: 18.473 15.091 11.129
O: 16.961 14.261 9.442
H: 17.949 16.307 8.230
H: 19.514 15.352 7.890
H: 19.395 16.623 9.141

The molecule's Löwdin atomic charges, reported in e, are given here: 0.469, -0.069, -0.353, -0.054, -0.239, -0.039, -0.014, -0.299, 0.070, -0.144, 0.004, -0.056, -0.040, -0.093, -0.239, 1.022, -0.307, -0.093, -0.075, -0.076, -0.090, -0.066, -0.328, -0.065, -0.095, -0.087, -0.065, -0.077, 0.075, 0.060, 0.073, 0.158, 0.064, 0.054, 0.089, 0.149, 0.111, 0.134, 0.123, 0.093, 0.115, 0.110, 0.124, 0.111, 0.088, 0.108, 0.094, 0.098, 0.088, 0.100, 0.118, 0.107, 0.134, -0.550, 0.065, 0.150, -0.114, -0.026, -0.017, -0.258, -0.032, 0.021, -0.082, -0.169, 0.116, 0.130, 0.119, 0.128, -0.135, 0.473, -0.327, -0.328, -0.451, 0.059, 0.075, 0.072

=====

C17H27BrNO3 | ωB97M-V/def2-TZVPD

Results
* orbital gap: 9.703 eV
* net charge: +1
* SMILES: C[C@H]1CC[N@H+](C[C@H](O)COCCOc2ccc(Br)cc2)CC1
* energy relative to the best compared isomer or geometry (same formula, charge and spin): 0.000 eV
* electronic energy: -95736.3968 eV
* E_LUMO: -2.0 eV

Atoms and positions in Å:
C: 2.025 -3.587 0.172
C: 1.828 -2.380 -0.737
C: 1.997 -1.076 0.042
C: 1.739 0.134 -0.845
N: 0.380 0.083 -1.437
C: 0.117 1.306 -2.219
C: -1.311 1.476 -2.774
O: -1.296 2.758 -3.339
C: -2.373 1.362 -1.667
O: -2.348 0.031 -1.191
C: -3.066 -0.212 0.000
C: -2.377 0.404 1.223
O: -0.983 0.134 1.105
C: -0.215 0.695 2.127
C: 0.228 2.007 2.021
C: 1.031 2.545 3.008
C: 1.386 1.765 4.100
Br: 2.501 2.501 5.453
C: 0.940 0.456 4.214
C: 0.134 -0.078 3.226
C: 0.218 -1.155 -2.235
C: 0.431 -2.381 -1.358
H: 3.019 -3.576 0.610
H: 1.296 -3.583 0.979
H: 1.910 -4.510 -0.389
H: 2.574 -2.419 -1.537
H: 3.008 -1.002 0.442
H: 1.305 -1.066 0.885
H: 1.833 1.051 -0.260
H: 2.463 0.166 -1.664
H: -0.312 0.029 -0.653
H: 0.808 1.346 -3.065
H: 0.312 2.180 -1.592
H: -1.520 0.713 -3.537
H: -2.104 2.921 -3.840
H: -3.365 1.604 -2.075
H: -2.145 2.085 -0.875
H: -3.079 -1.300 0.090
H: -4.094 0.158 -0.067
H: -2.781 -0.044 2.136
H: -2.542 1.488 1.272
H: -0.060 2.612 1.172
H: 1.379 3.563 2.935
H: 1.217 -0.138 5.070
H: -0.224 -1.093 3.302
H: -0.792 -1.171 -2.643
H: 0.942 -1.133 -3.052
H: 0.289 -3.275 -1.965
H: -0.320 -2.393 -0.566

The molecule's natural (NBO) atomic charges, reported in e, are given here: -0.599, -0.218, -0.415, -0.220, -0.430, -0.231, 0.077, -0.703, -0.093, -0.558, -0.082, -0.093, -0.589, 0.339, -0.291, -0.209, -0.082, 0.096, -0.217, -0.260, -0.221, -0.419, 0.222, 0.205, 0.222, 0.204, 0.241, 0.216, 0.232, 0.219, 0.517, 0.236, 0.231, 0.178, 0.491, 0.192, 0.176, 0.206, 0.196, 0.205, 0.183, 0.220, 0.241, 0.243, 0.233, 0.241, 0.215, 0.241, 0.212

=====

C5H15N3 | ωB97M-V/def2-TZVPD

Results
* orbital gap: 9.180 eV
* net charge: 0
* energy relative to the best compared isomer or geometry (same formula, charge and spin): 3.977 eV
* electronic energy: -9895.1738 eV
* E_LUMO: 1.0 eV

Atoms and positions in Å:
N: 0.984 -2.199 -1.808
C: -0.097 -1.206 -2.380
C: -0.812 -0.630 -1.160
N: -0.106 0.382 -0.351
C: 1.342 0.643 -0.532
C: -0.339 0.230 1.080
C: -0.745 1.481 1.858
N: -0.430 1.385 3.287
H: 1.511 -2.547 -2.611
H: 0.195 -0.329 -2.992
H: -0.824 -1.676 -3.045
H: 1.223 -1.174 -1.955
H: -1.777 -0.209 -1.456
H: -1.041 -1.457 -0.480
H: 1.856 -0.312 -0.535
H: 1.423 1.067 -1.535
H: 1.676 1.323 0.235
H: -1.027 -0.588 1.314
H: 0.613 -0.036 1.567
H: -1.810 1.707 1.788
H: -0.283 2.408 1.510
H: 0.317 0.751 3.538
H: -1.237 1.117 3.827

The molecule's natural (NBO) atomic charges, reported in e, are given here: -0.819, -0.319, -0.213, -0.460, -0.430, -0.225, -0.225, -0.847, 0.338, 0.185, 0.213, 0.387, 0.195, 0.191, 0.188, 0.190, 0.215, 0.194, 0.161, 0.187, 0.183, 0.354, 0.356